## a
The molecule C7H6N2O2. Source: the Open Molecules 2025 dataset; level of theory: ωB97M-V with the def2-TZVPD basis set.

## Properties
* SMILES: C=C/C=C\C=C(/C#N)[N+](=O)[O-]
* frontier orbital gap: 8.92 eV

Structure (ORCA input):
```
! RIJCOSX wB97M-V def2-TZVPD def2/J DEFGRID3
* xyz 0 1
C -0.728 -0.640 1.561
C -1.703 -0.039 0.890
C -1.925 -0.056 -0.546
C -1.004 0.351 -1.435
C 0.304 0.782 -1.024
C 1.182 0.044 -0.310
C 1.277 -1.368 -0.364
N 1.414 -2.495 -0.526
N 2.367 0.693 0.226
O 2.421 1.901 0.153
O 3.207 -0.020 0.728
H -0.622 -0.488 2.625
H -0.134 -1.428 1.146
H -2.393 0.608 1.422
H -2.948 -0.201 -0.874
H -1.279 0.536 -2.464
H 0.565 1.820 -1.208
*
```


## b
The molecule C7H6N2O2. Source: the Open Molecules 2025 dataset; level of theory: ωB97M-V with the def2-TZVPD basis set.

## Properties
* SMILES: Cc1cc(O)oc2nncc1-2
* frontier orbital gap: 8.63 eV

Structure (ORCA input):
```
! RIJCOSX wB97M-V def2-TZVPD def2/J DEFGRID3
* xyz 0 1
C 0.290 2.824 -0.029
C -0.134 1.353 0.064
C -1.462 0.951 0.060
C -1.720 -0.421 -0.022
O -2.891 -0.946 -0.036
O -0.842 -1.328 0.058
C 0.509 -0.994 -0.020
N 1.426 -1.844 0.032
N 2.581 -1.007 -0.047
C 2.261 0.217 -0.058
C 0.849 0.397 0.026
H 1.367 2.947 -0.397
H -0.287 3.572 -0.755
H 0.239 3.314 1.032
H -2.401 1.587 0.085
H -3.628 -0.270 -0.304
H 2.963 1.041 0.132
*
```


Order of stability, best first: b, a


## a
A cluster of 13 separate species, C39H104O13 in total. Source: the Open Molecules 2025 dataset; level of theory: ωB97M-V with the def2-TZVPD basis set.

## Properties
* frontier orbital gap: 9.76 eV

Structure (ORCA input):
```
! RIJCOSX wB97M-V def2-TZVPD def2/J DEFGRID3
* xyz 0 1
C -0.866 0.542 -4.448
C -1.197 0.615 -5.941
C -2.552 0.012 -6.227
O -1.174 1.972 -6.253
H -0.611 -0.473 -4.142
H -1.632 0.993 -3.817
H 0.020 1.136 -4.226
H -0.449 0.092 -6.537
H -2.561 -1.066 -6.390
H -2.957 0.460 -7.135
H -3.254 0.330 -5.456
H -1.978 2.413 -5.969
C -0.808 3.884 -2.670
C -0.733 4.922 -1.555
C 0.211 4.477 -0.384
O -0.318 6.103 -2.134
H 0.181 3.929 -3.126
H -1.527 3.994 -3.482
H -1.082 2.907 -2.273
H -1.707 4.964 -1.068
H -0.276 3.591 0.023
H 0.412 5.347 0.241
H 1.154 4.114 -0.795
H -0.426 5.868 -3.058
C 0.681 5.894 4.665
C -0.548 4.970 4.453
C -0.312 4.125 3.149
O -0.738 4.003 5.516
H 0.654 6.781 4.031
H 1.626 5.386 4.479
H 0.825 6.324 5.656
H -1.447 5.587 4.448
H -0.520 4.691 2.241
H -0.794 3.150 3.081
H 0.745 3.874 3.059
H -1.105 4.484 6.262
C 1.907 1.258 4.517
C 1.846 1.552 5.978
C 2.494 2.977 6.222
O 0.503 1.638 6.411
H 0.980 0.864 4.101
H 2.610 0.425 4.486
H 2.128 1.969 3.721
H 2.427 0.881 6.611
H 2.102 3.743 5.553
H 3.563 2.950 6.010
H 2.409 3.460 7.195
H 0.220 2.363 5.849
C -4.183 2.125 -0.925
C -4.551 1.578 -2.352
C -6.072 1.651 -2.573
O -3.885 2.541 -3.132
H -3.140 2.383 -0.746
H -4.495 1.314 -0.265
H -4.767 2.992 -0.615
H -4.051 0.631 -2.552
H -6.630 1.179 -1.764
H -6.297 1.087 -3.478
H -6.394 2.691 -2.622
H -4.322 3.365 -2.905
C 4.470 -1.188 0.612
C 3.633 -1.996 1.510
C 4.548 -2.973 2.194
O 3.134 -1.110 2.444
H 5.253 -0.605 1.096
H 3.824 -0.504 0.063
H 4.785 -1.738 -0.274
H 2.924 -2.503 0.855
H 4.002 -3.476 2.992
H 5.446 -2.484 2.572
H 4.795 -3.677 1.400
H 3.080 -0.231 2.061
C 0.628 -3.708 5.089
C -0.037 -2.339 4.991
C -0.277 -1.755 3.628
O -1.316 -2.474 5.598
H 1.643 -3.656 4.696
H 0.140 -4.420 4.423
H 0.672 -4.106 6.103
H 0.423 -1.663 5.712
H -1.034 -2.262 3.030
H 0.668 -1.859 3.096
H -0.563 -0.703 3.632
H -1.537 -1.648 6.035
C -0.437 0.729 0.708
C -0.568 -0.623 0.038
C -1.974 -0.775 -0.442
O 0.368 -0.569 -1.009
H -0.758 1.548 0.064
H 0.499 0.995 1.201
H -1.104 0.782 1.568
H -0.437 -1.394 0.797
H -2.232 -1.708 -0.944
H -2.053 0.069 -1.127
H -2.741 -0.562 0.302
H 0.388 -1.478 -1.317
C -5.354 -1.769 -2.173
C -5.715 -2.530 -3.463
C -4.411 -3.196 -4.011
O -6.664 -3.542 -3.197
H -6.035 -0.935 -2.004
H -4.314 -1.458 -2.272
H -5.472 -2.516 -1.388
H -6.243 -1.867 -4.149
H -3.801 -2.479 -4.559
H -4.650 -3.856 -4.845
H -3.671 -3.600 -3.319
H -6.556 -4.214 -3.874
C 3.223 2.862 -3.205
C 2.716 1.489 -2.717
C 3.770 0.391 -2.718
O 2.207 1.569 -1.351
H 4.074 2.915 -3.883
H 3.509 3.494 -2.364
H 2.418 3.526 -3.521
H 1.967 1.149 -3.431
H 4.603 0.488 -2.021
H 4.181 0.138 -3.696
H 3.294 -0.557 -2.467
H 1.455 0.973 -1.307
C -0.368 -3.852 -4.559
C -0.598 -4.580 -3.274
C -1.374 -5.871 -3.585
O 0.582 -5.065 -2.740
H -1.219 -3.531 -5.161
H 0.373 -4.164 -5.295
H 0.228 -2.981 -4.285
H -1.076 -3.992 -2.491
H -1.382 -6.531 -2.718
H -0.850 -6.464 -4.334
H -2.356 -5.694 -4.025
H 0.280 -5.303 -1.860
C 0.964 -7.199 1.376
C -0.103 -6.061 1.198
C 0.617 -4.667 1.161
O -0.532 -6.359 -0.134
H 0.489 -8.169 1.522
H 1.660 -6.983 2.187
H 1.621 -7.182 0.507
H -1.026 -6.102 1.775
H -0.112 -3.899 1.419
H 1.129 -4.467 0.219
H 1.324 -4.599 1.987
H -0.842 -7.265 -0.192
C 3.636 3.814 1.822
C 4.242 2.440 1.467
C 5.215 2.024 2.601
O 3.123 1.642 1.416
H 2.866 4.067 1.092
H 4.401 4.590 1.787
H 3.106 3.862 2.773
H 4.666 2.494 0.465
H 6.191 2.508 2.591
H 5.310 0.955 2.793
H 4.874 2.381 3.573
H 2.808 1.778 0.519
*
```


## b
A cluster of 13 separate species, C39H104O13 in total. Source: the Open Molecules 2025 dataset; level of theory: ωB97M-V with the def2-TZVPD basis set.

## Properties
* frontier orbital gap: 9.64 eV

Structure (ORCA input):
```
! RIJCOSX wB97M-V def2-TZVPD def2/J DEFGRID3
* xyz 0 1
C 1.700 -3.678 -1.884
C 1.952 -4.986 -2.685
C 0.735 -5.876 -2.786
O 2.447 -4.605 -3.965
H 1.213 -2.925 -2.510
H 2.685 -3.275 -1.644
H 1.109 -3.791 -0.975
H 2.783 -5.508 -2.211
H 0.982 -6.926 -2.968
H 0.030 -5.703 -3.602
H 0.172 -5.830 -1.852
H 2.004 -3.802 -4.255
C 4.889 4.502 -0.418
C 4.129 3.210 -0.621
C 4.570 2.115 0.338
O 2.747 3.463 -0.361
H 4.663 4.896 0.578
H 4.607 5.284 -1.127
H 5.977 4.423 -0.468
H 4.425 2.770 -1.580
H 3.855 1.286 0.374
H 4.729 2.396 1.382
H 5.467 1.565 0.025
H 2.259 3.332 -1.195
C -0.980 4.719 -2.509
C 0.410 4.804 -3.138
C 1.211 6.075 -2.963
O 1.238 3.698 -2.771
H -1.420 3.772 -2.815
H -1.620 5.456 -3.006
H -0.918 4.980 -1.454
H 0.163 4.753 -4.210
H 1.812 6.036 -2.049
H 0.576 6.962 -2.906
H 1.965 6.208 -3.740
H 1.248 3.072 -3.505
C 6.298 0.446 -3.054
C 5.466 -0.634 -2.374
C 4.045 -0.663 -2.901
O 6.068 -1.899 -2.643
H 5.858 1.399 -2.754
H 6.320 0.212 -4.119
H 7.336 0.513 -2.726
H 5.491 -0.468 -1.289
H 3.520 0.296 -2.876
H 3.429 -1.416 -2.394
H 3.952 -1.029 -3.930
H 5.540 -2.598 -2.248
C -4.719 0.716 -2.575
C -4.904 -0.624 -1.858
C -5.465 -1.644 -2.811
O -3.630 -1.020 -1.352
H -4.206 0.541 -3.529
H -4.040 1.389 -2.049
H -5.648 1.221 -2.831
H -5.601 -0.385 -1.047
H -5.934 -2.521 -2.360
H -4.820 -1.959 -3.634
H -6.308 -1.233 -3.385
H -3.648 -1.982 -1.226
C 0.736 -3.531 2.963
C -0.075 -4.725 2.458
C 0.865 -5.775 1.891
O -0.916 -5.305 3.483
H 0.103 -2.689 3.236
H 1.505 -3.144 2.293
H 1.293 -3.863 3.844
H -0.856 -4.450 1.748
H 0.388 -6.719 1.631
H 1.685 -5.967 2.586
H 1.292 -5.368 0.970
H -0.370 -5.725 4.162
C 0.166 -0.490 -5.258
C -0.123 1.010 -5.301
C -1.392 1.317 -6.090
O -0.150 1.547 -4.009
H 1.222 -0.643 -5.015
H 0.019 -1.011 -6.207
H -0.444 -1.002 -4.511
H 0.672 1.513 -5.859
H -2.328 1.035 -5.604
H -1.386 0.895 -7.098
H -1.476 2.393 -6.284
H -0.500 1.003 -3.290
C 0.733 6.409 1.247
C 0.696 5.077 1.976
C -0.182 4.019 1.355
O 2.037 4.577 2.119
H -0.211 6.945 1.363
H 0.822 6.157 0.188
H 1.574 6.983 1.622
H 0.389 5.169 3.025
H -1.230 4.361 1.279
H -0.246 3.079 1.900
H -0.066 3.848 0.278
H 2.330 4.187 1.266
C -3.916 -1.957 5.543
C -3.020 -2.713 4.579
C -2.717 -1.869 3.369
O -1.815 -3.192 5.184
H -4.874 -1.726 5.075
H -3.490 -1.069 6.005
H -4.224 -2.602 6.374
H -3.544 -3.631 4.269
H -2.332 -0.909 3.707
H -3.672 -1.696 2.855
H -2.132 -2.359 2.588
H -1.587 -3.952 4.624
C -2.196 3.579 4.731
C -2.916 2.310 4.261
C -2.249 1.775 2.993
O -2.846 1.293 5.256
H -2.724 3.895 5.634
H -2.047 4.381 4.011
H -1.194 3.316 5.088
H -3.984 2.478 4.121
H -2.084 2.598 2.290
H -2.828 0.984 2.516
H -1.244 1.365 3.142
H -1.945 0.949 5.251
C -4.163 -5.703 0.911
C -3.405 -4.616 0.149
C -2.402 -5.225 -0.845
O -4.284 -3.818 -0.609
H -4.645 -5.353 1.826
H -3.458 -6.443 1.317
H -4.794 -6.349 0.300
H -2.833 -4.019 0.872
H -3.027 -5.691 -1.613
H -1.825 -6.076 -0.487
H -1.772 -4.439 -1.256
H -4.999 -3.483 -0.055
C 0.926 0.648 -0.786
C 0.033 -0.571 -0.973
C -0.578 -0.980 0.355
O -0.938 -0.312 -1.964
H 1.390 0.951 -1.727
H 1.686 0.521 -0.013
H 0.347 1.517 -0.450
H 0.735 -1.368 -1.249
H -1.369 -1.736 0.305
H -1.147 -0.176 0.842
H 0.171 -1.275 1.089
H -1.826 -0.417 -1.586
C 1.140 2.376 4.993
C 2.432 1.781 4.363
C 2.089 0.948 3.125
O 3.234 2.900 3.991
H 1.388 2.814 5.960
H 0.379 1.608 5.173
H 0.680 3.138 4.362
H 2.927 1.267 5.182
H 3.037 0.618 2.708
H 1.444 1.423 2.391
H 1.513 0.113 3.547
H 2.705 3.535 3.468
*
```


Order of stability, best first: b, a


## a
A structure of composition C4H2O3. Source: the Open Molecules 2025 dataset; level of theory: ωB97M-V with the def2-TZVPD basis set.

## Properties
* frontier orbital gap (spin up / spin down): 6.34 / 6.33 eV

Structure (ORCA input):
```
! RIJCOSX wB97M-V def2-TZVPD def2/J DEFGRID3
* xyz 0 1
C 0.920 -2.597 0.132
C 0.050 -1.613 0.541
C -0.722 0.582 1.518
C -0.269 -0.085 0.348
O -1.183 1.029 2.475
O -0.215 -3.453 0.247
O -1.087 -2.414 0.607
H 0.696 0.410 0.152
H -1.044 -0.142 -0.435
*
```


## b
The molecule C4H2O3. Source: the Open Molecules 2025 dataset; level of theory: ωB97M-V with the def2-TZVPD basis set.

## Properties
* SMILES: O=C1Cc2ooc21
* frontier orbital gap: 10.37 eV

Structure (ORCA input):
```
! RIJCOSX wB97M-V def2-TZVPD def2/J DEFGRID3
* xyz 0 1
O -1.349 1.963 -0.294
C -0.714 0.973 -0.229
C 0.835 0.571 0.467
C 0.368 -0.795 0.051
O 0.156 -2.148 -0.147
O -1.086 -1.842 -0.776
C -0.789 -0.456 -0.529
H 0.894 0.763 1.532
H 1.684 0.972 -0.076
*
```


Order of stability, best first: b, a


## a
The molecule C5H5F2N. Source: the Open Molecules 2025 dataset; level of theory: ωB97M-V with the def2-TZVPD basis set.

## Properties
* SMILES: N#CC[C@]1(F)C[C@@H]1F
* frontier orbital gap: 11.81 eV

Structure (ORCA input):
```
! RIJCOSX wB97M-V def2-TZVPD def2/J DEFGRID3
* xyz 0 1
N 3.234 -0.311 0.354
C 2.114 -0.387 0.034
C 0.785 -0.665 -0.511
C -0.242 0.338 -0.087
F 0.032 1.609 -0.568
C -0.977 0.428 1.174
C -1.701 0.089 -0.125
F -2.198 -1.171 -0.162
H 0.866 -0.711 -1.582
H 0.546 -1.691 -0.180
H -0.928 -0.383 1.883
H -1.118 1.395 1.686
H -2.383 0.801 -0.632
*
```


## b
A cluster of 2 separate species, C5H5F2N in total. Source: the Open Molecules 2025 dataset; level of theory: ωB97M-V with the def2-TZVPD basis set.

## Properties
* frontier orbital gap (spin up / spin down): 8.49 / 8.29 eV

Structure (ORCA input):
```
! RIJCOSX wB97M-V def2-TZVPD def2/J DEFGRID3
* xyz 0 1
C 0.122 0.721 1.553
C 0.270 2.781 -0.934
C 0.249 1.512 -1.104
C 0.846 -1.195 0.285
C 1.085 0.165 0.750
N -0.503 1.246 2.358
F -0.149 0.656 -2.007
F 1.895 -1.760 -0.546
H 0.102 3.514 -1.808
H 0.428 3.252 0.068
H -0.080 -1.153 -0.462
H 0.738 -1.850 1.174
H 1.970 0.800 0.460
*
```


Order of stability, best first: a, b


## a
A cluster of 2 separate species, CH12OSi4 in total. Source: the Open Molecules 2025 dataset; level of theory: ωB97M-V with the def2-TZVPD basis set.

## Properties
* frontier orbital gap (spin up / spin down): 6.50 / 6.67 eV

Structure (ORCA input):
```
! RIJCOSX wB97M-V def2-TZVPD def2/J DEFGRID3
* xyz 0 1
C 2.171 -0.675 -2.713
O 1.989 -0.716 -1.290
Si 1.528 -1.040 1.621
Si -0.401 1.657 -1.128
Si -1.995 0.463 2.537
Si 0.615 -0.396 -0.389
H 1.308 -0.409 -3.366
H 2.440 -1.629 -3.044
H 2.936 0.071 -3.002
H 1.429 -0.102 2.643
H 2.711 -1.783 2.135
H 0.446 -2.077 2.177
H -0.774 2.095 -2.551
H -1.871 1.660 -0.691
H 0.197 2.658 -0.407
H -3.416 0.301 2.677
H -1.268 -0.796 2.351
H -1.100 1.460 1.788
*
```


## b
A cluster of 2 separate species, CH12OSi4 in total. Source: the Open Molecules 2025 dataset; level of theory: ωB97M-V with the def2-TZVPD basis set.

## Properties
* frontier orbital gap: 6.98 eV

Structure (ORCA input):
```
! RIJCOSX wB97M-V def2-TZVPD def2/J DEFGRID3
* xyz 0 1
C 0.070 0.935 2.354
O -0.613 0.068 1.615
Si -1.704 -1.933 -0.303
Si -0.755 1.781 -1.311
Si 2.441 -0.945 -0.776
Si -0.591 -0.010 -0.056
H -0.231 2.048 2.121
H 1.129 0.858 2.154
H -0.044 0.989 3.521
H -2.913 -2.412 0.460
H -0.640 -2.992 -0.322
H -2.201 -1.926 -1.729
H 0.395 2.720 -1.349
H -0.618 1.142 -2.666
H -1.910 2.735 -1.244
H 2.568 -2.360 -0.797
H 3.504 -0.605 0.217
H 2.114 -0.094 -1.888
*
```


Order of stability, best first: b, a


## a
The ion C5H6N3 with charge +1. Source: the Open Molecules 2025 dataset; level of theory: ωB97M-V with the def2-TZVPD basis set.

## Properties
* SMILES: C/C(C=C=N)=N/C#[NH+]
* frontier orbital gap: 9.08 eV

Structure (ORCA input):
```
! RIJCOSX wB97M-V def2-TZVPD def2/J DEFGRID3
* xyz 1 1
C 0.229 -1.754 1.442
C 0.027 -0.597 0.472
C 1.169 -0.075 -0.136
C 1.090 0.993 -0.878
N 1.195 1.953 -1.558
N -1.169 -0.046 0.453
C -1.763 0.661 -0.351
N -2.269 1.438 -1.131
H 0.581 -2.511 0.728
H -0.616 -2.000 1.968
H 1.158 -1.602 2.067
H 2.083 -0.580 -0.031
H 1.318 2.957 -1.371
H -3.034 1.165 -1.675
*
```


## b
The ion C5H6N3 with charge +1. Source: the Open Molecules 2025 dataset; level of theory: ωB97M-V with the def2-TZVPD basis set.

## Properties
* SMILES: C1=NC2(N=C1)[C@H]1C[N@H+]12
* frontier orbital gap: 9.87 eV

Structure (ORCA input):
```
! RIJCOSX wB97M-V def2-TZVPD def2/J DEFGRID3
* xyz 1 1
C 1.803 1.101 -0.666
N 1.293 -0.062 -0.647
C 0.051 -0.021 0.081
N -0.107 1.550 0.477
C 0.998 2.046 0.019
C -0.337 -1.490 0.516
C -1.794 -1.218 0.707
N -1.051 -0.696 -0.508
H 2.802 1.191 -1.100
H 1.248 3.055 0.316
H 0.420 -2.187 0.178
H -2.519 -2.017 0.615
H -1.917 -0.478 1.463
H -0.890 -0.774 -1.451
*
```


Order of stability, best first: a, b